[1]
# C5H30NO11

A cluster of 10 separate species, C5H30NO11 in total (ωB97M-V/def2-TZVPD, the Open Molecules 2025 dataset).

Last column: Mulliken spin population.
Positions of all 47 atoms, in Å:
O  -0.649  0.531  -2.034  -0.137
C  0.037  0.165  -1.158  0.243
O  1.385  0.012  -1.111  -0.058
C  -0.469  -0.453  0.200  0.480
C  -0.048  0.537  1.260  -0.110
C  -0.543  0.355  2.693  0.278
C  0.753  0.212  3.612  0.011
N  -1.979  -0.655  0.143  0.098
H  1.967  0.659  -1.759  0.036
H  0.020  -1.512  0.393  0.202
H  -0.218  1.656  0.866  0.184
H  1.024  0.655  1.332  -0.051
H  -1.190  1.130  3.240  -0.110
H  -1.143  -0.664  2.805  0.030
H  0.846  -0.871  3.949  -0.012
H  0.828  0.816  4.516  -0.007
H  1.685  0.704  3.100  -0.010
H  -2.267  -0.865  -0.837  -0.283
H  -2.636  0.232  0.282  0.112
H  -2.440  -1.373  0.739  -0.063
H  -3.931  -0.015  -3.187  0.020
H  -3.015  -1.305  -3.092  -0.034
O  -3.627  -0.769  -2.592  0.035
H  1.444  -3.169  0.998  0.004
H  1.323  -4.519  1.751  -0.020
O  0.954  -3.754  1.480  0.058
H  4.399  2.342  1.328  0.000
H  3.597  1.752  2.581  -0.002
O  3.647  1.941  1.644  0.003
H  2.397  -2.054  -2.171  0.002
H  2.157  -2.875  -3.468  -0.002
O  2.653  -2.975  -2.591  0.008
H  1.852  2.182  -3.311  -0.002
H  3.271  2.288  -2.466  0.001
O  2.666  1.792  -3.002  0.027
H  0.181  3.253  -0.227  0.023
H  1.370  4.219  -0.468  0.009
O  1.095  3.378  -0.543  0.012
H  -4.424  2.451  -0.630  0.117
H  -4.728  1.022  -0.118  -0.047
O  -4.055  1.516  -0.610  -0.034
H  -2.351  -2.261  3.582  0.018
H  -1.134  -2.743  2.497  0.050
O  -2.057  -2.386  2.532  -0.111
H  -0.282  -0.158  -3.782  0.035
H  1.158  0.091  -4.101  -0.003
O  0.479  -0.515  -4.263  -0.002

The calculation puts the total energy at -29678.6197 eV. The molar mass is 280.29 g mol⁻¹. The HOMO-LUMO gap (alpha / beta) is 2.39 / 10.62 eV. The value obtained for the largest force on an atom is 0.1096 Eh/bohr. The calculation puts the energy above the lowest of the compared OMol25 structures with the same formula, charge and spin at 77.9 kcal per mole. The spin multiplicity is 2.

---

[2]
# C3H8O3S

A cluster of 2 separate species, C3H8O3S in total (ωB97M-V/def2-TZVPD, the Open Molecules 2025 dataset).

Last column: Mulliken charge in e.
Positions of all 15 atoms, in Å:
O  2.239  0.226  -1.538  -0.544
C  1.523  -0.075  -0.624  0.393
O  1.896  0.124  0.663  -0.445
C  0.167  -0.741  -0.770  -0.381
C  -0.992  0.234  -1.094  -0.541
S  -2.419  -0.042  0.034  -0.266
H  2.799  0.485  0.609  0.319
H  -0.083  -1.155  0.197  0.194
H  0.300  -1.499  -1.527  0.312
H  -0.710  1.276  -1.019  0.403
H  -1.368  0.037  -2.089  0.349
H  -2.904  1.198  -0.045  0.145
O  -0.234  0.125  2.748  -0.616
H  0.569  0.276  2.226  0.380
H  -0.784  -0.468  2.228  0.298

The calculation puts the total energy at -20218.6471 eV. The molar mass is 124.16 g mol⁻¹. The HOMO-LUMO gap is 10.03 eV. The value obtained for the largest force on an atom is 0.0223 Eh/bohr. Its SMILES is O=C(O)CCS.O. The calculation puts the energy above the lowest of the compared OMol25 structures with the same formula, charge and spin at 7.0 kcal per mole.

---

[3]
# C6H10N2O

An isolated molecule of C6H10N2O (ωB97M-V/def2-TZVPD, the Open Molecules 2025 dataset).

Last column: Mulliken charge in e.
Positions of all 19 atoms, in Å:
C  -1.217  -1.179  -0.345  -0.754
N  -2.148  -0.048  -0.011  -0.591
C  -1.359  1.225  -0.227  -0.838
C  0.104  0.788  0.196  0.904
C  1.390  1.265  -0.288  -0.607
O  2.376  0.149  0.024  -0.442
C  1.652  -1.112  -0.095  -0.938
C  0.177  -0.815  0.176  0.481
N  -0.100  0.108  1.433  -0.711
H  -1.091  -1.449  -1.462  0.251
H  -1.888  -2.005  -0.034  0.299
H  -2.018  -0.280  1.046  0.410
H  -1.836  1.981  0.326  0.315
H  -1.277  1.588  -1.185  0.380
H  1.569  2.265  0.150  0.348
H  1.359  1.109  -1.414  0.315
H  1.725  -1.618  -1.026  0.392
H  1.871  -1.872  0.577  0.439
H  0.710  -0.099  2.159  0.347

The calculation puts the total energy at -11407.6373 eV. The molar mass is 126.16 g mol⁻¹. The HOMO-LUMO gap is 9.98 eV. The value obtained for the largest force on an atom is 0.0997 Eh/bohr. Its SMILES is C1NC[C@]23COC[C@]12N3. The calculation puts the energy above the lowest of the compared OMol25 structures with the same formula, charge and spin at 102.6 kcal per mole.

---

[4]
# C48H49F5N2O5STcTe2

A structure of composition C48H49F5N2O5STcTe2 (ωB97M-V/def2-TZVPD, the Open Molecules 2025 dataset).

Last column: Mulliken spin population.
Positions of all 113 atoms, in Å:
Tc  -0.882  0.839  1.549  0.845
C  -4.314  -1.049  2.128  0.003
C  -3.139  -0.367  2.760  0.001
C  -3.184  0.996  3.081  -0.024
C  -2.146  1.597  3.780  0.032
C  -1.019  0.852  4.144  -0.017
C  -0.944  -0.499  3.788  0.015
C  -1.996  -1.097  3.098  -0.008
H  -4.910  -0.355  1.535  0.000
H  -4.955  -1.458  2.911  0.000
H  -3.993  -1.874  1.494  0.000
H  -4.056  1.578  2.806  0.001
H  -2.186  2.642  4.060  0.010
H  -0.251  1.319  4.746  -0.003
H  -0.101  -1.097  4.105  0.001
H  -1.934  -2.146  2.841  -0.002
C  -1.476  2.946  -2.967  -0.005
Te  0.008  1.870  -1.912  0.663
C  1.522  3.111  -2.720  -0.009
H  -1.536  3.915  -2.475  0.013
H  -2.421  2.417  -2.890  -0.004
H  -1.182  3.050  -4.008  0.015
H  1.562  2.982  -3.800  0.023
H  2.476  2.846  -2.268  0.003
H  1.258  4.135  -2.457  0.013
C  5.868  1.813  4.147  0.000
C  4.590  2.575  4.382  -0.001
C  4.602  3.831  4.991  0.000
C  3.432  4.551  5.165  0.000
C  2.234  4.015  4.707  0.001
C  2.193  2.763  4.107  -0.004
C  3.370  2.046  3.963  0.004
S  0.752  4.953  4.887  0.000
O  0.830  5.730  6.083  0.000
O  -0.349  4.053  4.672  0.001
N  0.751  6.029  3.642  0.000
C  0.836  5.510  2.269  0.001
C  -0.548  5.105  1.715  0.012
C  -0.451  3.826  0.926  -0.031
O  -0.410  3.874  -0.317  0.095
O  -0.370  2.772  1.669  0.041
H  6.646  2.108  4.851  0.000
H  6.238  2.015  3.137  0.000
H  5.709  0.737  4.228  0.000
H  5.541  4.243  5.343  0.000
H  3.435  5.515  5.663  0.000
H  1.249  2.372  3.750  -0.001
H  3.340  1.055  3.521  -0.001
H  1.360  6.811  3.861  0.000
H  1.516  4.654  2.223  0.000
H  1.264  6.293  1.651  -0.001
H  -0.971  5.885  1.090  -0.002
H  -1.200  4.921  2.564  0.002
F  0.703  -1.837  1.943  -0.003
C  1.596  -0.871  1.629  -0.046
C  1.148  0.383  1.221  -0.044
C  2.188  1.217  0.822  0.084
F  1.957  2.471  0.390  -0.001
C  3.524  0.868  0.840  -0.016
F  4.450  1.736  0.440  -0.001
C  3.902  -0.374  1.300  0.028
F  5.181  -0.718  1.348  0.002
C  2.920  -1.253  1.699  -0.021
F  3.250  -2.480  2.101  0.000
C  -1.409  -7.956  -4.463  0.000
C  -1.275  -6.573  -3.882  0.001
C  -1.895  -5.478  -4.469  0.000
C  -1.775  -4.195  -3.946  0.002
C  -2.515  -3.067  -4.634  0.007
C  -0.981  -4.008  -2.801  0.019
Te  -0.794  -2.001  -2.059  0.103
N  -1.467  -0.465  0.165  0.103
C  -2.405  0.329  -0.311  0.028
O  -2.184  1.577  0.007  0.010
C  -3.632  -0.045  -1.044  -0.005
C  -4.442  0.965  -1.562  -0.002
C  -5.601  0.645  -2.253  -0.004
C  -5.968  -0.686  -2.407  0.007
C  -5.192  -1.693  -1.845  -0.001
C  -4.028  -1.376  -1.166  0.001
C  1.292  -1.818  -2.462  0.030
C  2.217  -2.123  -1.472  0.012
C  3.580  -2.086  -1.734  -0.002
C  4.021  -1.727  -2.997  0.002
C  3.101  -1.395  -3.981  0.001
C  1.727  -1.435  -3.745  -0.020
C  0.782  -1.117  -4.880  0.032
C  -0.386  -5.103  -2.157  -0.006
C  0.392  -4.997  -0.867  -0.004
C  -0.534  -6.364  -2.726  0.001
H  -2.120  -7.975  -5.288  0.000
H  -1.744  -8.663  -3.702  0.000
H  -0.445  -8.308  -4.834  0.000
H  -2.495  -5.624  -5.363  0.000
H  -2.972  -3.420  -5.557  0.000
H  -1.852  -2.237  -4.877  0.000
H  -3.308  -2.672  -3.995  0.000
H  -4.160  1.996  -1.399  0.001
H  -6.224  1.432  -2.658  0.000
H  -6.868  -0.945  -2.952  0.000
H  -5.508  -2.727  -1.930  0.000
H  -3.443  -2.156  -0.692  -0.001
H  1.868  -2.399  -0.489  0.001
H  4.289  -2.354  -0.959  0.000
H  5.081  -1.716  -3.222  0.000
H  3.453  -1.118  -4.969  0.001
H  1.330  -0.730  -5.740  0.005
H  0.040  -0.376  -4.586  0.010
H  0.250  -2.016  -5.198  0.000
H  0.048  -4.159  -0.262  0.003
H  1.456  -4.864  -1.071  0.000
H  0.283  -5.912  -0.284  0.000
H  -0.064  -7.214  -2.237  0.000

The calculation puts the total energy at -104987.5703 eV. The molar mass is 1214.19 g mol⁻¹. The HOMO-LUMO gap (alpha / beta) is 5.90 / 5.17 eV. The value obtained for the largest force on an atom is 0.0396 Eh/bohr. The spin multiplicity is 3. Its net charge is +1.

---

[5]
# C4H12NO

The ion C4H12NO with charge +1 (ωB97M-V/def2-TZVPD, the Open Molecules 2025 dataset).

Last column: Mulliken charge in e.
Positions of all 18 atoms, in Å:
C  0.885  1.969  -1.434  -1.112
C  1.089  0.940  -0.332  -0.449
C  -0.029  -0.109  -0.294  -0.181
N  -1.257  0.450  0.427  -0.282
C  0.351  -1.261  0.632  -0.779
O  -0.837  -1.983  0.884  -0.570
H  1.381  1.684  -2.360  0.315
H  1.275  2.939  -1.142  0.336
H  -0.176  2.036  -1.681  0.317
H  2.023  0.379  -0.381  0.399
H  1.121  1.381  0.669  0.387
H  -0.294  -0.491  -1.275  0.395
H  -0.946  1.036  1.199  0.366
H  -1.831  1.078  -0.120  0.352
H  -1.742  -0.353  0.854  0.355
H  1.111  -1.896  0.175  0.426
H  0.764  -0.866  1.567  0.385
H  -0.644  -2.753  1.428  0.341

The calculation puts the total energy at -7873.6672 eV. The molar mass is 90.15 g mol⁻¹. The HOMO-LUMO gap is 12.17 eV. The value obtained for the largest force on an atom is 0.0269 Eh/bohr. Its SMILES is CC[C@H]([NH3+])CO. The calculation puts the energy above the lowest of the compared OMol25 structures with the same formula, charge and spin at 14.4 kcal per mole. Its net charge is +1.

---

[6]
# C3H2NOS2

A cluster of 2 separate species, C3H2NOS2 in total (ωB97M-V/def2-TZVPD, the Open Molecules 2025 dataset).

Last column: Mulliken charge in e.
Positions of all 9 atoms, in Å:
C  0.926  1.322  -0.525  0.531
C  1.695  0.438  -0.008  -0.156
C  -1.384  -1.571  0.507  -0.022
N  0.250  2.098  -1.197  -0.613
O  -2.309  -2.271  0.218  -0.485
S  2.977  -0.088  0.739  -0.445
S  -0.128  -1.203  -0.651  -0.356
H  -1.415  -1.181  1.561  0.314
H  -0.613  2.456  -0.643  0.232

The calculation puts the total energy at -28350.0979 eV. The molar mass is 132.19 g mol⁻¹. The HOMO-LUMO gap is 6.58 eV. The value obtained for the largest force on an atom is 0.0542 Eh/bohr. The calculation puts the energy above the lowest of the compared OMol25 structures with the same formula, charge and spin at 86.4 kcal per mole. Its net charge is -1.